Density functional theory data (ωB97M-V/def2-TZVPD) for a 12-piece molecular cluster, C36H66B5F22N13O4S2 overall.

Kohn-Sham gap: 8.42 eV

Last column: Mulliken charge in e.
Cartesian coordinates (Å):
C (-2.92085, 1.23966, 0.76876)  0.322
C (-4.12403, 1.97690, 0.22754)  -1.084
N (-4.73359, 1.10090, -0.81504)  0.264
C (-4.82513, 1.44167, -2.15184)  -0.386
C (-5.27415, 0.36041, -2.75717)  -0.676
N (-5.40227, -0.66218, -1.85709)  0.182
C (-4.99147, -0.20478, -0.67704)  -0.075
C (-5.73862, -2.06082, -2.07967)  -0.863
H (-2.35451, 1.96179, 1.32051)  -0.679
H (-2.39747, 0.76955, -0.06123)  0.165
H (-3.23844, 0.46472, 1.47780)  0.410
H (-3.76114, 2.93709, -0.14440)  0.437
H (-4.76170, 2.05932, 1.05414)  0.461
H (-4.66163, 2.42366, -2.50840)  0.566
H (-5.56018, 0.18712, -3.78411)  0.490
H (-4.79360, -0.83802, 0.17819)  0.336
H (-5.83257, -2.55837, -1.12190)  0.314
H (-5.00190, -2.57720, -2.70373)  0.318
H (-6.69265, -2.11503, -2.57973)  0.374
C (4.79398, -1.38048, 0.63102)  -1.131
C (5.40411, -0.38233, -0.29619)  0.121
N (4.75636, -0.40615, -1.62247)  0.236
C (4.79382, 0.66623, -2.51262)  -0.456
C (4.10202, 0.27230, -3.63832)  -0.654
N (3.65412, -0.97022, -3.42815)  0.258
C (4.03202, -1.38966, -2.21072)  -0.458
C (2.79773, -1.68104, -4.39722)  -0.361
H (3.70640, -1.30408, 0.76813)  0.113
H (5.07085, -1.23753, 1.68214)  0.443
H (4.95719, -2.48485, 0.40839)  0.357
H (6.49817, -0.54628, -0.44833)  0.276
H (5.31101, 0.62505, 0.07181)  0.050
H (5.27707, 1.58435, -2.13527)  0.513
H (3.90940, 0.80118, -4.54089)  0.559
H (3.73133, -2.34614, -1.80475)  0.630
H (2.08222, -0.92596, -4.67299)  0.106
H (2.30633, -2.52515, -3.87364)  0.186
H (3.37274, -2.07519, -5.23882)  0.303
C (-1.40439, -3.27345, -5.83775)  -0.822
C (-0.36946, -3.54906, -6.87997)  -0.360
N (-1.05429, -3.48168, -8.21442)  0.236
C (-1.78672, -4.47780, -8.76716)  -0.335
C (-2.38253, -3.95251, -9.87394)  -0.462
N (-1.97936, -2.65110, -9.92020)  0.143
C (-1.17014, -2.37433, -8.92176)  0.034
C (-2.42829, -1.63642, -10.87352)  -0.950
H (-1.80990, -2.28480, -6.11493)  0.370
H (-0.86234, -3.23240, -4.90309)  0.059
H (-2.19738, -3.99886, -5.78730)  0.426
H (0.03843, -4.58660, -6.78857)  0.268
H (0.39066, -2.77284, -6.93297)  0.109
H (-1.69107, -5.46260, -8.36846)  0.420
H (-3.08157, -4.36217, -10.61152)  0.437
H (-0.90657, -1.37044, -8.56735)  0.395
H (-2.11410, -1.88007, -11.88075)  0.327
H (-2.07722, -0.66788, -10.56197)  0.344
H (-3.50454, -1.56827, -10.78591)  0.384
C (-2.87712, -2.25331, 4.51503)  -1.316
C (-2.39117, -2.81275, 3.18810)  -0.031
N (-1.06633, -3.51952, 3.24406)  0.370
C (-0.21260, -3.75595, 2.16590)  -1.243
C (0.85903, -4.36914, 2.66263)  -0.477
N (0.69078, -4.53088, 3.99290)  0.207
C (-0.51091, -3.96154, 4.31078)  -0.514
C (1.63559, -4.88672, 5.05088)  -0.917
H (-3.73025, -1.58966, 4.37044)  0.424
H (-2.10416, -1.62825, 5.03259)  0.173
H (-3.28141, -3.02390, 5.14141)  0.447
H (-2.24056, -2.11122, 2.37951)  0.115
H (-3.10128, -3.53181, 2.79584)  0.385
H (-0.36492, -3.45924, 1.14784)  1.001
H (1.77750, -4.80100, 2.25057)  0.527
H (-0.89947, -3.79956, 5.30972)  0.666
H (2.08135, -3.94446, 5.33836)  0.299
H (2.32731, -5.65512, 4.73155)  0.377
H (0.98211, -5.38479, 5.74107)  0.346
C (3.27493, 1.39092, 8.00974)  -1.317
C (2.07820, 2.10740, 7.32800)  -0.078
N (2.50030, 2.88563, 6.18550)  0.440
C (3.14217, 2.49606, 5.04027)  -0.400
C (3.28424, 3.54873, 4.22651)  -0.767
N (2.81565, 4.61223, 4.88514)  0.233
C (2.38449, 4.22600, 6.09259)  -0.311
C (2.45293, 5.90104, 4.24028)  -0.732
H (3.99734, 2.13379, 8.31663)  0.427
H (3.68451, 0.65159, 7.31915)  0.303
H (2.85871, 0.82870, 8.84441)  0.403
H (1.63150, 2.86711, 8.00055)  0.387
H (1.31151, 1.45226, 6.95166)  -0.028
H (3.27693, 1.48406, 4.74896)  0.510
H (3.58858, 3.56711, 3.17882)  0.582
H (1.92907, 4.90487, 6.83859)  0.377
H (1.57261, 5.69849, 3.66283)  0.271
H (3.23832, 6.20883, 3.57159)  0.317
H (2.30132, 6.62105, 5.00188)  0.347
C (-0.67868, 0.31838, -2.00891)  -0.171
C (0.80325, 0.59964, -1.60318)  -0.049
N (0.80094, 0.87629, -0.14942)  1.867
C (0.85293, -0.02858, 0.90322)  -0.761
C (0.55516, 0.69421, 2.01736)  -1.306
N (0.28490, 1.98420, 1.65956)  1.796
C (0.47565, 2.07214, 0.32777)  -1.599
C (-0.01571, 3.12838, 2.55024)  -0.099
H (-1.24548, 1.24196, -1.79084)  -0.164
H (-1.06919, -0.50234, -1.41881)  -0.019
H (-0.68283, 0.02707, -3.06049)  0.386
H (1.19729, 1.37167, -2.27244)  0.378
H (1.45508, -0.29688, -1.75302)  -0.585
H (1.22801, -1.04292, 0.78312)  0.579
H (0.56140, 0.47569, 3.07665)  0.458
H (0.38342, 2.98637, -0.27190)  0.369
H (0.84285, 3.54956, 3.06100)  -0.909
H (-0.54812, 2.54893, 3.35688)  0.353
H (-0.56937, 3.87377, 2.01649)  0.460
B (3.55392, 2.84958, 0.34028)  0.359
F (3.43917, 1.65132, 1.15826)  -0.353
F (3.07078, 3.94683, 1.23872)  -0.420
F (4.92382, 2.98449, 0.13416)  -0.291
F (2.81975, 2.81720, -0.83253)  -0.236
B (0.71089, 0.23591, -6.91833)  0.408
F (-0.70634, -0.16827, -7.41786)  -0.473
F (1.51261, -0.86761, -7.28929)  -0.456
F (1.19245, 1.44295, -7.43060)  -0.332
F (0.61790, 0.23078, -5.49180)  -0.266
B (0.65438, -3.83144, -1.73301)  0.345
F (-0.20256, -2.85800, -1.17516)  -0.363
F (0.19737, -5.06828, -1.35800)  -0.328
F (0.75306, -3.73843, -3.18309)  -0.365
F (1.96955, -3.59974, -1.31460)  -0.285
B (-2.10172, 4.31949, -1.46541)  0.423
F (-2.46031, 2.98939, -2.10748)  -0.431
F (-3.26750, 5.12826, -1.41461)  -0.368
F (-1.69097, 3.96803, -0.11528)  -0.196
F (-1.03451, 4.99420, -2.07021)  -0.359
B (0.60453, -0.94538, 5.50844)  0.272
F (1.84228, -0.99507, 6.16434)  -0.375
F (-0.31468, -1.89997, 6.11248)  -0.284
F (0.15913, 0.34315, 5.50602)  -0.225
F (0.77615, -1.37368, 4.17021)  -0.249
N (-2.86495, 3.89548, 5.49239)  -0.468
S (-3.72193, 3.63916, 4.15213)  1.122
O (-3.89045, 2.27862, 3.68389)  -0.555
O (-3.48750, 4.55651, 3.05512)  -0.569
F (-5.06057, 3.84212, 4.90365)  -0.244
S (-1.38888, 4.35757, 5.91460)  1.178
O (-0.62369, 5.19157, 4.97851)  -0.567
O (-0.69599, 3.32757, 6.58487)  -0.564
F (-1.91370, 5.29390, 7.04844)  -0.266

Forces on atoms 1 to 3 (eV/Å):
-0.340 -0.662 0.084
1.333 -0.921 -0.320
0.922 0.495 0.233


Density functional theory data (ωB97M-V/def2-TZVPD) for a 2-piece molecular cluster, C4H10NO2 overall.

energy relative to the best compared isomer or geometry (same formula, charge and spin): 135.8 kJ/mol
total charge: +1
Kohn-Sham gap: 11.30 eV

Last column: natural (NBO) charge in e.
Cartesian coordinates (Å):
O (-1.19656, -2.30624, 0.84310)  -0.496
C (-0.07032, -2.39558, 1.24082)  0.429
C (1.05210, -1.70657, 0.49424)  -0.347
N (0.46278, -1.12532, -0.75530)  -0.703
H (0.19967, -2.95605, 2.14509)  0.171
H (1.45508, -0.88239, 1.08646)  0.274
H (1.85963, -2.38894, 0.26137)  0.255
H (0.99208, -1.39210, -1.58136)  0.442
H (-0.50499, -1.46897, -0.81529)  0.454
H (0.44348, -0.08251, -0.67369)  0.469
O (0.82025, 1.41088, 0.16730)  -0.605
C (-0.10009, 2.19846, 0.27894)  0.492
C (-1.08021, 2.51696, -0.78462)  -0.746
H (-0.23415, 2.73782, 1.22792)  0.147
H (-0.81874, 2.09773, -1.75734)  0.232
H (-1.21193, 3.59230, -0.87985)  0.271
H (-2.06807, 2.15050, -0.49779)  0.263

Forces on atoms 1 to 3 (eV/Å):
-0.277 -0.067 -0.137
0.172 0.002 0.170
-0.094 0.365 -0.126


Density functional theory data (ωB97M-V/def2-TZVPD) for the molecule C19H18N4O3.

energy relative to the best compared isomer or geometry (same formula, charge and spin): 183.9 kJ/mol
Kohn-Sham gap: 8.14 eV

Last column: natural (NBO) charge in e.
Cartesian coordinates (Å):
C (-4.24671, -3.16647, 1.59389)  -0.255
H (-5.10338, -2.97168, 0.94517)  0.193
H (-4.40049, -4.07849, 2.16509)  0.195
H (-4.11437, -2.31469, 2.26606)  0.184
O (-3.07738, -3.38097, 0.82368)  -0.495
C (-2.75082, -2.38231, -0.02026)  0.871
O (-3.39100, -1.34329, -0.10027)  -0.680
N (-1.75941, -2.73583, -0.83756)  -0.499
C (-0.59695, -2.37424, -1.19825)  0.216
C (0.35989, -1.47218, -0.62747)  -0.406
C (0.11491, -0.36552, 0.22942)  0.503
N (-1.10653, 0.07840, 0.50764)  -0.556
C (-1.36121, 1.27366, 1.28416)  -0.263
C (-1.59362, 2.44679, 0.36487)  0.054
C (-0.51298, 3.15353, -0.14653)  -0.240
C (-0.71518, 4.20269, -1.02495)  -0.205
C (-2.00093, 4.55258, -1.40249)  -0.218
C (-3.08167, 3.84517, -0.90460)  -0.191
C (-2.87887, 2.79368, -0.02759)  -0.242
H (-3.72194, 2.23533, 0.35203)  0.215
H (-4.08512, 4.11080, -1.20265)  0.212
H (-2.15928, 5.37296, -2.08687)  0.213
H (0.13083, 4.74893, -1.41635)  0.211
H (0.48763, 2.86947, 0.14519)  0.215
H (-2.24884, 1.09046, 1.89470)  0.209
H (-0.49437, 1.45179, 1.92220)  0.238
H (-1.92433, -0.31423, 0.04347)  0.439
N (1.13026, 0.31474, 0.79657)  -0.586
C (2.37087, 0.03814, 0.49948)  0.447
N (2.71339, -0.90172, -0.43996)  -0.392
C (4.00864, -1.12105, -0.78879)  0.055
C (5.01861, -0.43316, -0.20363)  -0.281
C (4.71514, 0.52180, 0.79049)  -0.135
C (3.42172, 0.76347, 1.14771)  -0.043
C (3.03466, 1.76194, 2.18683)  -0.624
H (3.91430, 2.19798, 2.65153)  0.215
H (2.43650, 2.55315, 1.73866)  0.229
H (2.41893, 1.28499, 2.94639)  0.234
H (5.51816, 1.06397, 1.26672)  0.219
H (6.03967, -0.61859, -0.49102)  0.231
H (4.14346, -1.87924, -1.54640)  0.257
C (1.70125, -1.72256, -1.06005)  0.667
O (2.06551, -2.55545, -1.86768)  -0.624
H (-0.19827, -2.92487, -2.04991)  0.212

Forces on atoms 1 to 3 (eV/Å):
-0.308 0.253 0.191
0.058 -0.035 0.084
0.015 0.039 -0.023


Density functional theory data (ωB97M-V/def2-TZVPD) for a 2-piece molecular cluster, C5H9ClNO4P overall.

energy relative to the best compared isomer or geometry (same formula, charge and spin): 270.1 kJ/mol
Kohn-Sham gap (spin up / spin down): 7.17 / 9.25 eV

Last column: natural (NBO) charge in e.
Cartesian coordinates (Å):
C (-0.30884, -0.89048, -1.42106)  0.573
C (0.85757, -1.26867, 1.32966)  0.716
C (1.88954, 2.63888, -0.26016)  -0.496
C (1.00519, -1.52029, -1.12417)  -0.474
C (0.91561, -2.05897, 0.30989)  -0.546
N (-1.17695, 1.40862, 1.45930)  -1.186
O (-0.56059, 0.25173, -0.69860)  -0.815
O (-1.33863, -1.64634, -1.81234)  -0.699
O (0.87501, -0.52236, 2.23555)  -0.508
O (-2.34024, -0.96455, 0.70811)  -1.086
P (-1.78509, 0.34728, 0.33983)  2.182
Cl (-3.12545, 1.46752, -0.60187)  -0.259
H (0.89058, 2.40024, -0.54926)  0.173
H (2.69951, 2.45151, -0.93095)  0.161
H (2.09292, 2.99529, 0.72524)  0.162
H (1.80352, -0.78370, -1.20237)  0.233
H (1.18339, -2.34506, -1.80833)  0.246
H (-2.07553, -1.61125, -1.17184)  0.509
H (0.70867, -3.10752, 0.41932)  0.275
H (-1.86965, 1.69280, 2.13580)  0.410
H (-0.34054, 1.06534, 1.91824)  0.430

Forces on atoms 1 to 3 (eV/Å):
0.640 -0.046 -1.101
0.432 0.624 1.052
0.042 -0.089 -0.001


Quick rundown of max |F|, same order as above: 3.90 0.47 0.79 1.30 eV Å⁻¹